Entry 1:
# C17H36NO7

A 3-piece molecular cluster, C17H36NO7 overall (ωB97M-V/def2-TZVPD, OMol25).

As for the net charge: +1. The HOMO energy is -11.884 eV. As for the spin multiplicity: 1. The HOMO-LUMO gap is 8.71 eV. Its largest force on an atom is 2.91 eV/Å.

Last column: Mulliken charge in e.
Atoms and positions in Å:
C: -1.89274 -1.53778 -0.32120  -0.43
O: -0.85666 -1.73021 0.70726  -0.46
C: 0.03137 -0.54290 0.81357  0.03
C: 0.95370 -0.47117 -0.53994  0.01
C: 2.56063 -0.28013 -0.28002  -0.65
C: 2.95478 0.78920 0.89835  -0.28
C: 3.00966 2.34376 0.38046  -0.71
C: 1.50724 3.03424 0.34309  0.00
C: 1.37570 4.22666 -0.80005  -0.07
C: 1.91778 3.94425 -2.32138  -0.66
C: 0.67017 3.14987 -3.06180  -0.37
C: -0.62042 3.37728 -2.06513  -0.28
N: -0.12889 4.43266 -1.06263  -0.29
H: -2.93538 -1.54006 0.26022  0.24
H: -1.80757 -0.54147 -0.93103  0.15
H: -1.88701 -2.51005 -0.99535  0.17
H: -0.66221 0.42871 0.81787  0.19
H: 0.62396 -0.66499 1.81591  -0.09
H: 0.52191 0.34670 -1.29423  -0.10
H: 0.80423 -1.51516 -1.09806  0.35
H: 3.09352 -1.33883 -0.13975  0.33
H: 3.01888 0.15179 -1.29374  0.25
H: 4.05395 0.50315 1.25427  0.35
H: 2.27493 0.75824 1.85004  -0.02
H: 3.59134 2.40329 -0.63336  0.26
H: 3.64780 2.96572 1.17404  0.37
H: 0.62924 2.25300 0.23360  -0.35
H: 1.36156 3.52701 1.42058  0.33
H: 1.72638 5.24567 -0.28670  0.41
H: 2.81855 3.21879 -2.50268  0.28
H: 2.12218 4.99932 -2.79425  0.33
H: 1.08069 2.06623 -3.24471  0.34
H: 0.45606 3.84911 -3.99015  0.30
H: -1.63149 3.72484 -2.57743  0.41
H: -0.81249 2.29564 -1.61921  -0.14
H: -0.69170 4.17808 -0.21293  0.37
H: -0.37778 5.43602 -1.27706  0.42
C: -3.85088 -4.95508 -5.53436  -0.60
O: -3.38035 -6.08262 -4.79870  -0.32
C: -2.81758 -5.77395 -3.60309  0.79
O: -2.69297 -4.65200 -3.13757  -0.55
O: -2.41762 -6.92975 -3.01529  -0.29
C: -1.80266 -6.75729 -1.74004  -0.58
H: -4.28067 -5.31864 -6.47183  0.22
H: -4.63371 -4.43009 -4.97753  0.28
H: -3.02443 -4.27829 -5.77418  0.28
H: -2.50358 -6.30436 -1.03147  0.27
H: -0.89424 -6.15264 -1.82813  0.27
H: -1.52303 -7.74498 -1.36341  0.21
C: -0.98201 -0.76042 4.09108  -0.47
O: -0.83775 -0.25419 5.41653  -0.30
C: 0.11488 0.70326 5.54798  0.72
O: 0.82178 1.13908 4.65278  -0.55
O: 0.14461 1.09173 6.84781  -0.34
C: 1.10804 2.10310 7.13607  -0.60
H: -1.76970 -1.51879 4.10283  0.29
H: -1.28216 0.03705 3.40372  0.23
H: -0.05359 -1.23358 3.75530  0.25
H: 0.89147 3.01509 6.57048  0.28
H: 2.12005 1.74443 6.92215  0.29
H: 1.04424 2.33645 8.20240  0.22

Entry 2:
# C17H36NbO15

C17H36NbO15 as an isolated structure (ωB97M-V/def2-TZVPD, OMol25).

As for the net charge: -1. The HOMO energy is -4.948 eV. As for the spin multiplicity: 1. The HOMO-LUMO gap is 6.59 eV. Its largest force on an atom is 6.79 eV/Å.

Last column: Mulliken charge in e.
Atoms and positions in Å:
C: 3.39685 -5.97830 -6.32683  -0.33
C: 2.06937 -5.99392 -6.34315  -0.22
Nb: -0.22541 -6.30116 -6.35673  -0.66
H: 4.46924 -6.40499 -6.32039  0.26
H: -0.29283 -6.25199 -8.16815  -0.03
H: -0.44300 -4.49461 -6.36059  0.00
H: -0.31819 -6.22015 -4.52693  -0.01
H: 0.05637 -8.09752 -6.32430  0.00
H: -2.01566 -6.63075 -6.35163  0.04
C: -3.23777 0.96649 -5.58414  -0.63
O: -2.50820 0.16128 -4.66236  -0.31
C: -1.31732 -0.26651 -5.12562  0.77
O: -0.85200 -0.02427 -6.21361  -0.54
O: -0.73979 -1.00769 -4.16580  -0.28
C: 0.54085 -1.53326 -4.51976  -0.56
H: -4.17642 1.25316 -5.10719  0.21
H: -2.68165 1.87551 -5.82640  0.28
H: -3.46927 0.40165 -6.49038  0.29
H: 1.24783 -0.72400 -4.71931  0.29
H: 0.45976 -2.19844 -5.38304  0.25
H: 0.91222 -2.11277 -3.67348  0.18
C: 5.72281 -0.63844 -0.56458  -0.70
O: 4.56819 -0.45446 0.25331  -0.28
C: 3.41100 -0.80426 -0.33960  0.65
O: 3.29103 -1.23964 -1.45714  -0.54
O: 2.40888 -0.58256 0.53562  -0.34
C: 1.11034 -0.91212 0.03743  -0.61
H: 6.59424 -0.32553 0.01259  0.23
H: 5.84375 -1.69140 -0.82932  0.32
H: 5.66223 -0.01847 -1.46223  0.30
H: 1.04842 -1.97567 -0.20391  0.32
H: 0.86603 -0.30248 -0.83565  0.29
H: 0.38544 -0.69421 0.82376  0.17
C: 1.96544 -0.00696 3.59420  -0.11
O: 0.59744 0.03039 4.00408  -0.18
C: 0.41711 0.33516 5.30082  0.62
O: 1.28852 0.56820 6.10380  -0.55
O: -0.90712 0.33560 5.54800  -0.33
C: -1.25129 0.64612 6.89708  -0.80
H: 1.99025 -0.26174 2.53351  -0.12
H: 2.43381 0.97172 3.72528  0.29
H: 2.51263 -0.77462 4.14664  0.31
H: -0.91168 1.65070 7.16032  0.29
H: -0.83358 -0.09538 7.58197  0.32
H: -2.33925 0.61724 6.97947  0.30
C: 2.97498 2.84586 0.41597  -0.52
O: 3.02270 3.98016 1.28100  -0.33
C: 1.90819 4.73248 1.26624  0.78
O: 0.91973 4.52400 0.60449  -0.54
O: 2.08668 5.75888 2.11848  -0.33
C: 0.97408 6.64663 2.20537  -0.61
H: 3.92273 2.31321 0.50768  0.22
H: 2.16969 2.16919 0.71123  0.18
H: 2.85552 3.15955 -0.62396  0.35
H: 0.08906 6.12113 2.57199  0.28
H: 0.77449 7.11072 1.23655  0.29
H: 1.22856 7.43240 2.91822  0.22
C: -2.67784 1.09335 3.65789  -0.38
O: -4.00156 1.61786 3.53022  -0.32
C: -4.97321 0.69732 3.64795  0.73
O: -4.81272 -0.48383 3.84491  -0.54
O: -6.15825 1.32130 3.50840  -0.33
C: -7.28877 0.45856 3.61165  -0.62
H: -1.97636 1.92166 3.54602  0.24
H: -2.53241 0.64958 4.64397  0.27
H: -2.47572 0.36243 2.87103  0.30
H: -7.32709 -0.01074 4.59769  0.29
H: -7.26954 -0.29820 2.82381  0.29
H: -8.18573 1.06647 3.48397  0.22

Entry 3:
# C17H37As2GeO6PdSSeSi2

C17H37As2GeO6PdSSeSi2 as an isolated structure (ωB97M-V/def2-TZVPD, OMol25).

As for the net charge: -1. The HOMO energy (alpha / beta) is -4.969 / -4.970 eV. As for the spin multiplicity: 1. The HOMO-LUMO gap (alpha / beta) is 6.81 / 6.81 eV. Its largest force on an atom is 0.65 eV/Å.

Last column: Mulliken charge in e.
Atoms and positions in Å:
Pd: -0.78286 0.04844 -0.23549  1.22
O: -3.86168 1.80966 2.38353  -0.67
As: -2.45270 1.71889 1.30020  1.05
O: -2.09506 0.05755 1.33761  -0.76
O: -1.34957 2.74353 1.90580  -0.74
C: -3.37337 1.97572 -0.43022  0.05
C: -4.76440 1.94772 -0.31138  -0.54
C: -5.59327 1.98106 -1.42305  -0.61
C: -5.04265 2.05301 -2.69132  -0.56
C: -3.66608 2.09656 -2.82767  -0.91
C: -2.82800 2.05165 -1.72031  0.52
S: -1.06795 2.08336 -2.13329  1.39
O: -0.72251 0.68713 -2.49005  -0.73
O: -0.93014 3.00841 -3.22583  -0.75
O: -0.42072 2.44375 -0.87317  -0.63
H: -3.54619 2.29430 3.15582  0.30
H: -5.21013 1.89472 0.67060  0.49
H: -6.66704 1.95109 -1.28663  0.38
H: -5.67434 2.08213 -3.57021  0.39
H: -3.21090 2.17878 -3.80614  0.43
C: 4.43600 4.20847 0.82532  -1.19
Ge: 4.68021 2.63713 1.96578  0.62
C: 6.60262 2.23127 2.12544  -1.20
C: 3.96179 3.00090 3.75163  -1.26
C: 3.74845 1.13282 1.11851  -1.12
Se: 1.80209 1.38505 1.14960  0.05
C: 1.46420 0.49878 2.84000  -0.82
H: 4.76473 5.11862 1.32856  0.37
H: 3.38073 4.31463 0.57147  0.38
H: 5.00585 4.10228 -0.09903  0.34
H: 7.14089 3.06613 2.57722  0.35
H: 7.03641 2.03726 1.14331  0.35
H: 6.75844 1.34809 2.74695  0.35
H: 4.44419 3.88562 4.17073  0.39
H: 4.13704 2.16355 4.42839  0.34
H: 2.88940 3.18776 3.69101  0.38
H: 3.99456 0.16780 1.56463  0.42
H: 4.03604 1.08205 0.06659  0.44
H: 2.05025 0.94739 3.63897  0.34
H: 1.66941 -0.56731 2.75782  0.26
H: 0.40244 0.64768 3.03236  0.17
C: -3.36480 -4.05651 0.90897  -1.16
Si: -2.54923 -3.02828 -0.44325  0.63
C: -2.39676 -4.13906 -1.96204  -1.14
C: -3.72369 -1.65175 -0.92548  -0.79
As: -0.52591 -2.21258 0.47339  -0.51
Si: 1.07236 -2.79032 -1.18600  0.52
C: 0.74230 -2.19093 -2.93039  -0.87
C: 2.70165 -2.02937 -0.63192  -0.72
C: 1.30804 -4.66375 -1.16046  -1.11
H: -4.33695 -4.43502 0.58066  0.34
H: -3.51925 -3.44034 1.79744  0.30
H: -2.74433 -4.90889 1.19501  0.28
H: -3.39680 -4.50336 -2.21893  0.38
H: -1.75670 -5.00923 -1.81312  0.25
H: -2.02607 -3.57529 -2.81920  0.29
H: -4.65311 -2.10487 -1.28826  0.48
H: -3.30959 -1.02771 -1.72103  0.12
H: -3.95035 -1.01143 -0.07354  0.09
H: 0.59068 -1.11147 -2.93671  0.16
H: -0.13495 -2.65007 -3.38571  0.25
H: 1.60739 -2.42046 -3.56096  0.40
H: 2.59982 -0.94206 -0.58198  -0.15
H: 3.50071 -2.27214 -1.33828  0.48
H: 2.99821 -2.38350 0.35795  0.27
H: 0.47346 -5.20314 -1.60869  0.28
H: 1.43530 -5.01554 -0.13405  0.30
H: 2.21239 -4.92636 -1.71748  0.35

Entry 4:
# C17H37BCl26O

A 14-piece molecular cluster, C17H37BCl26O overall (ωB97M-V/def2-TZVPD, OMol25).

As for the net charge: 0. The HOMO energy is -9.824 eV. As for the spin multiplicity: 1. The HOMO-LUMO gap is 10.05 eV. Its largest force on an atom is 0.72 eV/Å.

Last column: Mulliken charge in e.
Atoms and positions in Å:
C: -2.87238 -0.10186 2.92279  -0.31
C: -2.03754 -1.17259 2.21845  -0.66
C: -1.24976 -0.68187 1.00500  0.65
C: -0.24292 -1.71910 0.51051  -0.61
B: 1.26685 -1.35817 0.57576  0.61
O: 2.20832 -2.31531 0.26759  -0.62
H: -3.86994 -0.46226 3.17018  0.35
H: -2.39954 0.23321 3.84636  -0.40
H: -2.98342 0.78156 2.28973  0.16
H: -1.32917 -1.61154 2.92843  0.37
H: -2.68948 -1.98788 1.89017  0.27
H: -0.73454 0.23419 1.28860  -0.36
H: -1.97542 -0.44636 0.22444  0.26
H: -0.34961 -2.63482 1.11094  0.41
H: -0.44283 -2.03344 -0.51978  -0.15
H: 1.67551 -0.27400 0.90825  -0.18
H: 2.20716 -3.03801 0.89270  0.26
C: 2.93180 -1.67928 4.36083  -0.12
Cl: 2.14082 -3.23871 4.05933  -0.18
Cl: 1.78456 -0.43202 4.85519  -0.06
H: 3.65022 -1.83036 5.15729  0.38
H: 3.40811 -1.34724 3.44692  -0.01
C: -2.41501 -3.55184 -2.47839  0.34
Cl: -2.99168 -1.89005 -2.36189  -0.15
Cl: -3.73611 -4.71472 -2.68523  -0.23
H: -1.76174 -3.63220 -3.33801  -0.15
H: -1.88842 -3.79516 -1.56310  0.20
C: -1.74279 0.19099 7.08037  0.00
Cl: -1.12905 1.27004 5.82425  -0.09
Cl: -3.40442 -0.33703 6.76983  -0.18
H: -1.09849 -0.67727 7.11160  -0.19
H: -1.72117 0.71657 8.02626  0.37
C: -0.58083 2.79688 -1.37520  -0.28
Cl: 0.58922 1.46189 -1.39719  -0.08
Cl: -1.45872 2.89162 0.15115  -0.15
H: -0.03420 3.72139 -1.51821  0.12
H: -1.29832 2.64103 -2.17199  0.35
C: 3.76439 1.90372 -3.34109  -0.19
Cl: 2.71514 3.13513 -4.05722  -0.08
Cl: 5.41061 1.95486 -3.98539  -0.19
H: 3.80928 2.07900 -2.27296  0.19
H: 3.34065 0.93105 -3.55931  0.27
C: -6.35862 1.32938 0.48298  -0.33
Cl: -5.42410 2.75383 0.00834  -0.14
Cl: -5.69648 -0.16463 -0.18898  -0.11
H: -6.33835 1.25777 1.56383  0.25
H: -7.36991 1.44717 0.11411  0.34
C: 6.25670 -0.50183 0.79731  -0.38
Cl: 5.68950 1.16734 0.95971  -0.16
Cl: 4.93213 -1.66484 0.93107  -0.04
H: 6.70884 -0.61375 -0.18045  0.29
H: 6.97663 -0.69151 1.58428  0.31
C: 1.30891 7.17278 -4.14271  -0.32
Cl: 0.50077 7.95824 -5.50391  -0.15
Cl: 0.47028 5.69674 -3.64759  -0.09
H: 2.31178 6.90199 -4.45018  0.27
H: 1.32431 7.86158 -3.30739  0.29
C: -2.38727 -7.83237 -4.16753  0.14
Cl: -0.71599 -7.25001 -4.26066  -0.13
Cl: -3.10484 -8.08820 -5.76061  -0.16
H: -2.39240 -8.77361 -3.63279  0.29
H: -2.95037 -7.06524 -3.65330  -0.12
C: 1.57305 -4.47666 -5.99348  -0.17
Cl: 3.17396 -3.82536 -5.62773  -0.15
Cl: 0.27968 -3.58757 -5.17960  -0.13
H: 1.40981 -4.40491 -7.06147  0.30
H: 1.53717 -5.50627 -5.65896  0.13
C: 0.83359 4.18094 2.88713  -0.39
Cl: 0.43698 2.47160 3.05903  -0.03
Cl: 0.97572 5.00540 4.44625  -0.18
H: 1.78431 4.25854 2.37367  0.31
H: 0.04108 4.65471 2.31979  0.26
C: -0.87511 5.39149 -7.85681  0.05
Cl: -1.68740 6.12874 -9.24415  -0.17
Cl: -1.69802 3.93358 -7.28737  -0.15
H: 0.12980 5.11968 -8.15598  0.27
H: -0.85867 6.11037 -7.04856  -0.01
C: 1.48643 -1.31593 8.83983  -0.04
Cl: 1.06017 0.39198 9.02331  -0.13
Cl: 0.06982 -2.37048 8.70022  -0.15
H: 2.07532 -1.41925 7.93614  0.04
H: 2.04567 -1.62147 9.71522  0.32

Question: Among the records above, which one has the highest net charge?
Answer: C17H36NO7

Question: Which of these has the highest net charge?
Answer: C17H36NO7